Entry one
Here is C8H12 in the gas phase from the OMol25 dataset. Energies are from wB97M-V/def2-TZVPD.

Results
- structure (SMILES) = C[C@@H]1C=CC=C[C@H]1C
- Kohn-Sham gap (Eh) = 0.337

Each line ends with the natural charge from an NBO analysis.
CARTESIAN COORDINATES (ANGSTROEM)
1 C 1.357 -0.041 1.690  -0.593
2 C 0.922 -0.093 0.227  -0.266
3 C 0.753 1.285 -0.294  -0.148
4 C -0.471 1.897 -0.533  -0.245
5 C -1.626 1.113 -0.090  -0.244
6 C -1.558 -0.179 0.109  -0.164
7 C -0.374 -0.933 -0.021  -0.277
8 C -0.231 -1.457 -1.490  -0.588
9 H 1.749 -1.030 1.985  0.206
10 H 2.129 0.670 1.854  0.210
11 H 0.519 0.165 2.561  0.209
12 H 1.772 -0.560 -0.311  0.219
13 H 1.660 1.842 -0.473  0.201
14 H -0.614 2.886 -0.973  0.221
15 H -2.638 1.586 0.108  0.213
16 H -2.479 -0.684 0.578  0.209
17 H -0.372 -1.829 0.588  0.214
18 H 0.549 -2.228 -1.566  0.204
19 H -1.182 -1.835 -1.848  0.210
20 H 0.135 -0.576 -2.100  0.210

***

Entry two
Here is a molecular structure, C8H12 from the OMol25 dataset. Energies are from wB97M-V/def2-TZVPD.

Results
- Kohn-Sham gap (Eh) = 0.355

Each line ends with the natural charge from an NBO analysis.
CARTESIAN COORDINATES (ANGSTROEM)
1 C -1.794 -0.800 0.468  -0.357
2 C -2.030 0.606 -0.306  -0.339
3 C -0.636 0.681 -0.183  -0.261
4 C 0.848 0.998 -0.373  -0.161
5 C 1.731 -0.266 -0.847  -0.374
6 C 1.133 -0.802 0.288  -0.265
7 C 1.335 0.428 1.076  -0.394
8 C -0.367 -0.845 -0.194  -0.213
9 H -2.501 -1.577 0.040  0.191
10 H -1.905 -0.723 1.463  0.200
11 H -2.867 0.689 -1.331  0.162
12 H -2.542 1.303 0.217  0.187
13 H -0.767 1.078 0.840  0.182
14 H 1.151 2.038 -0.462  0.200
15 H 2.701 -0.194 -0.513  0.208
16 H 1.409 -0.721 -1.887  0.208
17 H 1.478 -1.817 0.151  0.215
18 H 2.365 0.269 1.242  0.211
19 H 0.721 0.824 1.840  0.208
20 H -0.559 -1.174 -1.174  0.193

***

Entry three
Here is a molecular structure, C8H12 from the OMol25 dataset. Energies are from wB97M-V/def2-TZVPD.

Results
- Kohn-Sham gap (Eh) = 0.326

Each line ends with the natural charge from an NBO analysis.
CARTESIAN COORDINATES (ANGSTROEM)
1 C 2.615 0.193 -0.659  -0.627
2 C 1.581 -0.431 0.360  -0.295
3 C 0.425 -0.835 -0.258  -0.222
4 C -1.096 -1.290 0.144  -0.375
5 C -2.069 -0.239 -0.429  -0.498
6 C -1.653 1.079 -0.342  -0.267
7 C -0.490 1.337 0.290  -0.125
8 C 0.542 0.367 0.850  -0.262
9 H 2.927 -0.373 -1.871  0.252
10 H 2.295 1.557 -0.942  0.217
11 H 3.558 0.293 0.264  0.221
12 H 2.160 -1.052 1.169  0.231
13 H 0.306 -0.299 -1.233  0.199
14 H -0.830 -1.467 1.388  0.193
15 H -1.559 -2.499 0.063  0.212
16 H -2.914 -0.590 0.283  0.249
17 H -2.581 -0.917 -1.396  0.229
18 H -2.548 1.825 -0.227  0.238
19 H -0.212 2.479 0.825  0.204
20 H 0.264 -0.044 1.939  0.226

***

Entry four
Here is 2 unconnected molecules or ions with the total composition C8H12 from the OMol25 dataset. Energies are from wB97M-V/def2-TZVPD.

Results
- structure (SMILES) = CC1=CC1(C)C.C#C
- Kohn-Sham gap (Eh) = 0.358

Each line ends with the natural charge from an NBO analysis.
CARTESIAN COORDINATES (ANGSTROEM)
1 C -1.349 1.591 0.141  -0.651
2 C -0.528 0.335 0.024  0.056
3 C 0.211 -0.466 -0.658  -0.211
4 C -0.170 -0.938 0.697  -0.078
5 C -1.263 -2.070 0.703  -0.624
6 C 0.718 -0.803 1.864  -0.613
7 H -2.283 1.409 -0.311  0.229
8 H -1.332 1.791 1.275  0.225
9 H -0.901 2.313 -0.440  0.222
10 H 0.727 -0.713 -1.556  0.220
11 H -1.914 -1.832 -0.065  0.204
12 H -1.990 -1.991 1.582  0.201
13 H -0.774 -3.022 0.505  0.210
14 H 1.068 -1.856 2.179  0.196
15 H 0.122 -0.639 2.766  0.201
16 H 1.487 -0.141 1.849  0.212
17 C 1.544 2.040 -2.737  -0.238
18 C 2.559 1.475 -2.458  -0.225
19 H 0.682 2.601 -3.112  0.242
20 H 3.387 0.915 -2.247  0.222

***

If we sort the structures by their calculated energies, the order from most to least stable is entry one, entry four, entry two, entry three.

***

Entry one
Here is C5H3F5 in the gas phase from the OMol25 dataset. Energies are from wB97M-V/def2-TZVPD.

Results
- structure (SMILES) = C=C1[C@H](F)C(F)(F)C1(F)F
- Kohn-Sham gap (Eh) = 0.422

Each line ends with the natural charge from an NBO analysis.
CARTESIAN COORDINATES (ANGSTROEM)
1 C -1.903 0.605 -0.213  -0.286
2 C -0.683 0.203 -0.046  -0.102
3 C 0.054 -1.187 0.017  0.123
4 F -0.264 -1.911 1.153  -0.321
5 C 1.324 -0.387 -0.055  0.594
6 F 2.455 -0.732 0.720  -0.319
7 F 1.770 -0.399 -1.336  -0.306
8 C 0.601 0.904 0.286  0.597
9 F 0.739 1.126 1.600  -0.302
10 F 0.925 2.033 -0.386  -0.306
11 H -2.139 1.627 -0.282  0.217
12 H -2.604 -0.093 -0.550  0.208
13 H -0.275 -1.791 -0.908  0.202

***

Entry two
Here is 2 unconnected molecules or ions with the total composition C5H3F5 from the OMol25 dataset. Energies are from wB97M-V/def2-TZVPD.

Results
- structure (SMILES) = FC1C(F)(F)C1(F)F.C#C
- Kohn-Sham gap (Eh) = 0.429

Each line ends with the natural charge from an NBO analysis.
CARTESIAN COORDINATES (ANGSTROEM)
1 F 0.861 1.299 -1.016  -0.296
2 C 0.424 0.882 0.202  0.086
3 C 1.352 0.865 1.409  0.594
4 F 1.043 0.985 2.629  -0.263
5 F 2.645 1.323 1.204  -0.322
6 C 1.139 -0.436 0.761  0.589
7 F 1.992 -1.042 -0.056  -0.279
8 F 0.290 -1.233 1.378  -0.301
9 H -0.612 1.008 0.456  0.193
10 C -2.280 -0.746 -1.181  -0.256
11 C -2.177 -1.010 -2.335  -0.184
12 H -2.709 -0.679 -0.194  0.237
13 H -1.967 -1.216 -3.256  0.202

***

If we sort the structures by their calculated energies, the order from most to least stable is entry one, entry two.

***

Entry one
Here is 3 unconnected molecules or ions with the total composition C6H14O2 from the OMol25 dataset. Energies are from wB97M-V/def2-TZVPD.

Results
- structure (SMILES) = C/C=C/C=C/C.O.O
- Kohn-Sham gap (Eh) = 0.339

Each line ends with the natural charge from an NBO analysis.
CARTESIAN COORDINATES (ANGSTROEM)
1 C 1.841 1.201 1.886  -0.652
2 C 1.597 0.168 0.874  -0.175
3 C 0.732 0.117 -0.093  -0.195
4 C 0.367 -0.849 -0.982  -0.244
5 C -0.040 -2.059 -0.518  -0.158
6 C -0.306 -3.016 -1.745  -0.640
7 H 1.689 0.974 2.941  0.225
8 H 1.415 2.195 1.816  0.216
9 H 2.920 1.644 1.738  0.211
10 H 2.166 -0.739 1.220  0.186
11 H 0.367 1.214 -0.420  0.176
12 H 0.502 -0.670 -2.009  0.207
13 H -0.193 -2.452 0.468  0.214
14 H -0.153 -2.462 -2.754  0.207
15 H 0.477 -3.769 -1.785  0.208
16 H -1.238 -3.570 -1.608  0.209
17 O -1.977 1.127 1.188  -0.952
18 H -2.275 0.810 2.043  0.474
19 H -2.455 0.635 0.481  0.481
20 O -1.997 3.317 -0.839  -0.971
21 H -2.091 3.067 -1.666  0.475
22 H -1.349 3.118 -0.236  0.498

***

Entry two
Here is 2 unconnected molecules or ions with the total composition C6H14O2 from the OMol25 dataset. Energies are from wB97M-V/def2-TZVPD.

Results
- structure (SMILES) = CC(C)(O)O.C=CC
- Kohn-Sham gap (Eh) = 0.355

Each line ends with the natural charge from an NBO analysis.
CARTESIAN COORDINATES (ANGSTROEM)
1 C 0.823 0.224 1.256  -0.706
2 C 1.280 -0.059 -0.492  0.591
3 C 2.799 0.017 -0.492  -0.647
4 O 0.742 1.041 -1.171  -0.760
5 O 0.846 -1.232 -0.944  -0.749
6 H 0.301 1.109 1.599  0.199
7 H 0.405 -0.675 1.705  0.196
8 H 1.817 0.366 1.663  0.202
9 H 3.130 1.010 -0.195  0.216
10 H 3.160 -0.200 -1.499  0.213
11 H 3.205 -0.711 0.205  0.213
12 H 0.491 0.759 -2.059  0.471
13 H -0.286 -1.353 -0.718  0.475
14 C -1.758 -1.345 -0.283  -0.622
15 C -1.883 -0.300 0.592  0.020
16 C -2.245 1.082 0.174  -0.670
17 H -1.849 -2.356 0.096  0.236
18 H -2.086 -1.199 -1.306  0.228
19 H -1.846 -0.492 1.656  0.201
20 H -3.315 1.244 0.357  0.232
21 H -2.053 1.245 -0.886  0.227
22 H -1.681 1.826 0.739  0.232

***

If we sort the structures by their calculated energies, the order from most to least stable is entry two, entry one.